DFT (ωB97M-V/def2-TZVPD) results for a structure of composition C20H28N2O5P2PdS3Te.

Cartesian coordinates (Å):
Pd: 1.189 1.732 0.458
C: -5.173 1.451 -0.815
C: -4.184 1.246 0.306
O: -2.898 0.960 -0.281
P: -1.605 1.011 0.645
O: -0.456 0.506 -0.200
Te: -0.953 3.184 1.408
O: -1.963 0.022 1.821
C: -1.909 0.286 3.240
C: -0.551 -0.071 3.792
H: -6.165 1.637 -0.405
H: -5.218 0.567 -1.450
H: -4.887 2.307 -1.427
H: -4.462 0.405 0.943
H: -4.102 2.144 0.928
H: -2.697 -0.332 3.669
H: -2.149 1.336 3.417
H: -0.308 -1.104 3.553
H: -0.544 0.060 4.875
H: 0.217 0.576 3.364
S: 1.411 -1.296 -2.332
P: 2.044 -1.573 -0.506
S: 2.805 0.042 0.557
C: 0.808 -2.411 0.543
C: -0.478 -2.629 0.073
C: -1.400 -3.305 0.861
C: -1.037 -3.774 2.112
C: 0.255 -3.565 2.584
C: 1.173 -2.883 1.804
C: 3.454 -2.731 -0.444
C: 4.441 -2.672 0.536
C: 5.458 -3.615 0.558
C: 5.493 -4.624 -0.393
C: 4.511 -4.686 -1.371
C: 3.496 -3.742 -1.400
H: -0.741 -2.267 -0.913
H: -2.405 -3.468 0.491
H: -1.753 -4.313 2.720
H: 0.546 -3.938 3.558
H: 2.178 -2.721 2.174
H: 4.427 -1.884 1.277
H: 6.227 -3.556 1.318
H: 6.288 -5.359 -0.374
H: 4.539 -5.466 -2.121
H: 2.740 -3.768 -2.173
O: 2.547 2.928 1.291
O: 2.369 4.145 1.025
S: 2.131 2.387 -1.742
C: 0.630 3.079 -2.213
N: 0.456 4.400 -2.172
C: -0.829 5.047 -2.406
C: -1.646 4.201 -3.369
C: -1.704 2.765 -2.875
N: -0.348 2.289 -2.639
H: 1.202 4.902 -1.715
H: -0.642 6.037 -2.821
H: -1.355 5.161 -1.454
H: -1.194 4.229 -4.362
H: -2.654 4.607 -3.447
H: -2.167 2.117 -3.618
H: -2.285 2.692 -1.952
H: -0.175 1.297 -2.514

* ⟨S²⟩: 2.117
* 2S+1: 3
* total charge: 0
* relative energy (zero: lowest compared OMol25 entry of this formula, charge and spin): 0.0 kJ/mol
* lowest unoccupied orbital energy (spin up / spin down): -0.0366 / -0.0712 hartree
* highest occupied orbital energy (spin up / spin down): -7.8 / -7.8 eV
* F_max: 0.0064 Eh/bohr